156
Properties=species:S:1:pos:R:3 method="wB97M-V/def2-TZVPD" lumo_ev=0.28 molar_mass_g_mol=925.2 gap_ev=8.64 homo_ev=-8.353 smiles="C[C@H]1COC(=O)O1.C[C@H]1COC(=O)O1.C1CCOC1.C1CCOC1.C1CCOC1.C1CCOC1.C1CCOC1.C1CCOC1.C1CCOC1.C1CCOC1.C1CCOC1.C1CCOC1" de_lowest_kcal_mol=593.2
C 0.017 -4.174 -3.427
C -0.550 -2.802 -2.990
C -1.937 -2.495 -3.537
O -2.579 -2.297 -2.305
C -1.833 -2.525 -1.215
O -2.329 -2.366 -0.063
O -0.658 -2.877 -1.592
H 0.023 -4.330 -4.506
H -0.640 -4.949 -3.032
H 0.962 -4.376 -2.923
H 0.159 -2.050 -3.336
H -2.362 -3.357 -4.051
H -1.904 -1.630 -4.200
C -2.847 0.045 -2.339
C -3.634 0.397 -3.599
C -4.398 1.713 -3.506
O -3.634 2.579 -4.425
C -2.783 1.830 -5.106
O -2.003 2.280 -5.948
O -2.766 0.596 -4.669
H -2.134 0.826 -2.074
H -2.305 -0.892 -2.469
H -3.479 -0.106 -1.465
H -4.369 -0.360 -3.875
H -4.178 2.052 -2.494
H -5.449 1.540 -3.734
C -1.544 -1.725 2.431
C -2.290 -0.411 2.665
C -2.526 -0.448 4.183
O -2.240 -1.770 4.614
C -1.288 -2.381 3.754
H -0.597 -1.563 1.917
H -2.137 -2.418 1.834
H -3.197 -0.370 2.063
H -1.666 0.452 2.433
H -3.539 -0.336 4.568
H -1.922 0.332 4.647
H -1.539 -3.441 3.716
H -0.256 -2.307 4.098
C 2.610 1.723 2.954
C 3.088 2.716 1.988
C 2.949 4.054 2.669
O 2.897 3.736 4.034
C 2.199 2.486 4.192
H 3.322 0.928 3.177
H 1.674 1.253 2.651
H 2.592 2.638 1.021
H 4.153 2.511 1.874
H 2.066 4.621 2.373
H 3.802 4.673 2.392
H 1.114 2.582 4.232
H 2.471 2.033 5.145
C 3.671 1.952 -2.006
C 4.781 1.000 -1.945
C 4.209 -0.274 -1.315
O 2.839 0.017 -0.964
C 2.738 1.458 -0.938
H 3.236 1.804 -2.994
H 3.974 2.988 -1.854
H 5.668 1.421 -1.471
H 5.163 0.768 -2.939
H 4.786 -0.702 -0.495
H 4.112 -1.050 -2.074
H 3.079 1.806 0.037
H 1.723 1.771 -1.182
C 0.495 3.003 -3.539
C -0.075 4.227 -4.227
C -1.050 4.813 -3.192
O -1.173 3.817 -2.220
C -0.705 2.559 -2.750
H 1.403 3.211 -2.974
H 0.863 2.209 -4.188
H -0.526 4.070 -5.207
H 0.732 4.950 -4.348
H -2.020 5.083 -3.609
H -0.514 5.654 -2.753
H -1.505 2.083 -3.317
H -0.335 1.967 -1.913
C 0.144 -0.318 6.129
C 1.039 -0.785 5.002
C 0.599 0.164 3.882
O 0.153 1.348 4.527
C 0.193 1.204 5.923
H 0.631 -0.600 7.062
H -0.872 -0.708 6.069
H 0.891 -1.829 4.728
H 2.104 -0.677 5.208
H -0.203 -0.296 3.304
H 1.377 0.410 3.159
H -0.643 1.761 6.346
H 1.135 1.656 6.234
C -4.292 0.090 0.716
C -5.756 0.027 0.184
C -5.626 1.096 -0.892
O -4.327 1.612 -0.869
C -3.744 1.475 0.397
H -3.633 -0.610 0.203
H -4.185 -0.012 1.796
H -6.461 0.325 0.960
H -6.142 -0.928 -0.172
H -6.458 1.796 -0.802
H -5.690 0.637 -1.879
H -4.112 2.235 1.086
H -2.659 1.548 0.465
C 3.097 -0.846 3.485
C 2.596 -0.852 2.087
C 3.411 -1.983 1.508
O 4.654 -1.953 2.120
C 4.547 -1.126 3.300
H 2.752 -1.717 4.043
H 2.791 0.042 4.038
H 2.854 0.099 1.620
H 1.514 -0.973 2.051
H 3.480 -1.850 0.428
H 2.943 -2.943 1.725
H 5.064 -0.203 3.037
H 5.022 -1.502 4.207
C 0.844 -0.082 -5.059
C 1.711 0.117 -3.804
C 0.845 -0.097 -2.642
O -0.444 -0.455 -3.187
C -0.518 0.072 -4.499
H 1.044 -1.027 -5.564
H 1.009 0.677 -5.824
H 1.999 1.164 -3.899
H 2.648 -0.435 -3.744
H 0.712 0.841 -2.103
H 1.282 -0.866 -2.006
H -0.938 1.068 -4.359
H -1.232 -0.468 -5.121
C -0.091 1.494 -0.013
C -1.219 0.606 0.118
C -0.461 -0.738 0.172
O 0.678 -0.495 0.987
C 0.976 0.907 0.943
H -0.409 2.448 0.409
H 0.262 1.636 -1.034
H -1.776 0.734 -0.811
H -1.730 0.667 1.079
H -0.079 -0.935 -0.830
H -0.970 -1.634 0.527
H 1.981 1.145 0.594
H 0.912 1.308 1.955
C -0.476 -3.871 0.740
C 0.331 -4.793 -0.125
C 1.744 -4.703 0.566
O 1.372 -4.590 1.935
C 0.319 -3.622 2.000
H -1.489 -4.191 0.984
H -0.692 -2.931 0.233
H 0.222 -4.388 -1.131
H 0.014 -5.835 -0.091
H 2.445 -3.886 0.395
H 2.323 -5.607 0.376
H 0.790 -2.654 2.168
H -0.278 -3.846 2.884

=====

173
Properties=species:S:1:pos:R:3 method="wB97M-V/def2-TZVPD" lumo_ev=1.85 molar_mass_g_mol=1151.1 gap_ev=6.33 homo_ev=-4.483 total_charge=-1
C 3.439 -2.296 0.885
C 3.244 -2.229 -0.409
C 2.412 -1.130 -1.092
C 3.177 0.081 -1.719
O 2.653 0.939 -2.317
C 4.727 0.255 -1.548
F 5.007 0.482 -0.244
F 5.391 -0.901 -1.855
C 5.336 1.352 -2.464
F 5.011 1.205 -3.755
F 6.698 1.178 -2.407
C 5.075 2.838 -2.020
F 4.183 2.968 -1.031
F 6.206 3.474 -1.683
C 4.510 3.625 -3.267
O 5.227 4.141 -4.037
O 3.148 3.722 -3.436
O 1.612 -0.667 -0.009
B 0.191 -0.360 -0.367
C -0.990 -1.227 0.406
C -2.220 -1.612 -0.503
C -3.192 -0.424 -0.724
C -2.942 0.377 -2.026
C -4.657 -0.982 -0.825
C -0.095 1.200 0.066
N 1.090 2.120 -0.134
C 1.714 2.434 1.164
O 0.194 -0.705 -1.804
C 1.266 -1.532 -2.125
C 1.013 -3.026 -2.421
C 0.648 -3.894 -1.194
F -0.546 -4.615 -1.375
H 3.944 -3.174 1.308
H 3.169 -1.501 1.582
H 3.712 -3.018 -1.021
H 2.845 4.546 -3.024
H -1.432 -0.649 1.248
H -0.628 -2.171 0.876
H -2.788 -2.362 0.095
H -1.927 -2.129 -1.432
H -3.191 0.267 0.137
H -1.897 0.680 -2.184
H -3.293 -0.171 -2.918
H -3.558 1.301 -1.973
H -4.768 -1.498 -1.797
H -4.886 -1.668 0.007
H -5.374 -0.137 -0.845
H -0.365 1.311 1.144
H -0.945 1.653 -0.490
H 0.715 3.013 -0.453
H 0.983 2.880 1.873
H 2.198 1.544 1.598
H 2.460 3.231 0.956
H 1.546 -1.138 -3.134
H 1.876 -3.436 -2.970
H 0.147 -3.072 -3.112
H 0.662 -3.334 -0.249
H 1.435 -4.669 -1.096
C -3.421 -3.207 -8.269
O -3.836 -3.994 -7.176
C -3.958 -5.365 -7.520
C -3.960 -6.227 -6.272
O -2.659 -6.470 -5.754
C -2.045 -5.379 -5.065
C -2.623 -5.136 -3.686
O -3.829 -4.385 -3.782
C -4.581 -4.445 -2.588
H -4.139 -3.275 -9.095
H -3.365 -2.171 -7.937
H -2.428 -3.516 -8.613
H -3.129 -5.667 -8.171
H -4.908 -5.494 -8.056
H -4.346 -7.212 -6.548
H -4.623 -5.822 -5.504
H -2.056 -4.473 -5.672
H -1.000 -5.673 -4.941
H -1.914 -4.557 -3.090
H -2.813 -6.097 -3.193
H -4.880 -5.480 -2.381
H -5.479 -3.844 -2.723
H -4.005 -4.044 -1.747
C 5.815 4.198 4.795
O 4.659 4.947 5.098
C 3.982 5.377 3.924
C 2.554 5.771 4.247
O 1.676 4.657 4.348
C 1.790 3.878 5.532
C 1.188 4.548 6.753
O 2.096 5.492 7.302
C 1.457 6.380 8.193
H 6.523 4.794 4.206
H 6.291 3.916 5.734
H 5.554 3.286 4.249
H 3.979 4.577 3.174
H 4.521 6.248 3.526
H 2.173 6.360 3.409
H 2.499 6.401 5.137
H 2.822 3.571 5.707
H 1.214 2.971 5.331
H 0.984 3.790 7.521
H 0.251 5.044 6.473
H 0.693 6.966 7.669
H 2.209 7.065 8.585
H 1.002 5.834 9.027
C -2.324 11.495 7.243
O -2.664 10.698 8.356
C -2.776 9.324 8.013
C -2.694 8.459 9.255
O -1.360 8.240 9.702
C -0.733 9.339 10.355
C -1.241 9.568 11.766
O -2.462 10.292 11.743
C -3.146 10.214 12.975
H -3.084 11.413 6.458
H -2.270 12.532 7.573
H -1.345 11.206 6.844
H -1.978 9.041 7.317
H -3.751 9.177 7.529
H -3.074 7.467 8.997
H -3.322 8.846 10.060
H -0.794 10.246 9.752
H 0.323 9.065 10.421
H -0.506 10.161 12.326
H -1.384 8.602 12.265
H -3.417 9.176 13.197
H -4.060 10.800 12.889
H -2.534 10.624 13.786
C -7.033 -8.498 -3.133
O -7.932 -8.353 -2.055
C -8.977 -9.311 -2.099
C -9.643 -9.427 -0.742
O -8.923 -10.249 0.171
C -7.747 -9.674 0.734
C -8.036 -8.631 1.795
O -8.345 -7.384 1.192
C -8.964 -6.496 2.098
H -7.552 -8.373 -4.091
H -6.270 -7.725 -3.045
H -6.542 -9.476 -3.098
H -8.583 -10.290 -2.398
H -9.714 -8.973 -2.840
H -10.603 -9.931 -0.882
H -9.852 -8.446 -0.311
H -7.085 -9.286 -0.042
H -7.227 -10.506 1.216
H -7.146 -8.492 2.422
H -8.873 -8.966 2.421
H -9.919 -6.907 2.445
H -9.158 -5.562 1.573
H -8.309 -6.295 2.953
C 10.019 -0.959 -10.031
O 9.099 -0.840 -8.972
C 8.044 -1.787 -9.073
C 7.340 -1.945 -7.739
O 8.028 -2.807 -6.839
C 9.191 -2.265 -6.220
C 8.876 -1.261 -5.128
O 8.596 0.009 -5.691
C 7.952 0.866 -4.763
H 9.526 -0.798 -10.997
H 10.787 -0.197 -9.899
H 10.500 -1.943 -10.018
H 8.438 -2.758 -9.397
H 7.331 -1.415 -9.821
H 6.381 -2.435 -7.925
H 7.127 -0.980 -7.278
H 9.879 -1.853 -6.960
H 9.690 -3.119 -5.755
H 9.748 -1.153 -4.468
H 8.019 -1.613 -4.542
H 6.995 0.448 -4.471
H 7.778 1.823 -5.254
H 8.581 1.025 -3.882